No. 1
111
Properties=species:S:1:pos:R:3:forces:R:3:lowdin_charge:R:1 method="wB97M-V/def2-TZVPD" total_energy_ev=-100396.5154 orbital_gap_ev=7.1 molar_mass_g_mol=908.70 homo_ev=-11.59 charge=+1
C -2.09237 8.48885 2.15637 -0.06 -0.82 0.93 -0.081
C -3.03999 8.04842 3.35074 0.35 2.43 -0.09 -0.268
O -2.61590 6.84183 4.02926 -0.43 -1.03 -3.22 -0.201
P -2.58422 5.51112 3.01005 -1.10 -0.35 3.41 0.601
O -2.82176 4.32296 3.88121 0.42 0.74 -1.53 -0.279
C -0.86505 5.39191 2.30643 0.19 0.72 -0.76 -0.142
C -0.79718 5.40538 0.71695 -1.28 0.99 1.03 -0.114
N -0.30265 4.13639 0.14283 0.25 0.52 -0.19 0.037
C -0.76806 2.84388 0.71381 -0.76 -1.15 0.55 -0.043
C 0.34935 2.15778 1.59185 0.43 0.17 -0.31 -0.159
O 1.27246 2.81324 2.00550 -0.54 -0.17 -0.24 0.045
C 0.48915 4.14307 -0.88054 0.85 -1.78 -0.19 -0.225
N 0.90173 2.84887 -1.38207 -0.35 2.30 0.26 0.176
N 1.00416 5.29266 -1.55468 -1.07 -0.41 -1.04 -0.108
O 1.88676 6.04445 -0.80163 0.38 0.83 0.90 0.020
C 0.02573 6.05256 -2.29464 -2.47 1.99 -1.05 -0.167
C -0.27928 7.47375 -2.02648 -1.05 -1.19 -1.47 0.008
C -1.31447 8.09072 -2.84937 1.07 -2.48 -0.17 -0.019
C -1.95053 7.25222 -3.86059 0.00 1.19 0.54 -0.124
N -1.71504 5.94048 -4.11304 1.30 1.35 1.85 0.067
C -0.74530 5.39530 -3.34160 0.90 -0.15 0.99 -0.083
O -3.77628 5.77549 1.89389 2.09 -0.62 0.93 -0.251
C -4.18901 4.56902 1.20156 -1.42 -0.43 -1.64 -0.282
C -5.76114 4.66081 1.02846 0.93 0.85 0.65 -0.053
H -1.04091 8.32651 2.50967 -0.77 0.30 -0.42 0.076
H -2.28664 7.83822 1.26308 0.18 0.83 0.54 0.058
H -2.21875 9.57646 1.94336 -0.06 -0.97 -0.03 0.089
H -4.10354 8.03740 3.00866 0.84 -0.47 0.34 0.120
H -2.97078 8.87771 4.10950 -0.07 -1.04 -0.53 0.130
H -0.38057 4.49975 2.76702 -0.52 0.66 -0.39 0.088
H -0.29368 6.28699 2.67547 -0.56 -0.93 -0.31 0.102
H -0.21592 6.30998 0.43350 -0.02 -1.21 -0.20 0.115
H -1.83038 5.56258 0.28931 0.99 -0.21 0.42 0.122
H -1.64143 2.99486 1.41376 0.88 0.27 -0.69 0.132
H -1.16224 2.15552 -0.08177 0.63 0.71 0.70 0.149
H 0.30085 1.05691 1.83397 -0.59 0.79 -0.42 0.129
H 1.81393 3.03087 -1.81102 -0.39 -0.34 -0.27 0.124
H 0.22811 2.59276 -2.11415 0.35 -0.39 0.22 0.119
H 2.38529 6.59721 -1.43892 -0.15 -0.61 0.18 0.146
H 0.25194 8.04234 -1.23516 -0.41 -0.47 -0.70 0.112
H -1.61499 9.15819 -2.75391 0.38 -1.08 0.00 0.114
H -2.72214 7.74978 -4.50114 0.75 -0.66 0.60 0.120
H -0.52494 4.30890 -3.51355 -0.25 1.09 -0.05 0.114
H -3.75009 4.59827 0.16099 -0.21 -0.04 0.98 0.110
H -3.86137 3.61924 1.68923 -0.34 0.95 0.05 0.106
H -5.96412 5.51182 0.32106 0.04 -1.03 0.52 0.087
H -6.21454 3.70271 0.68749 0.38 0.80 0.23 0.086
H -6.16873 4.98859 2.02355 0.19 -0.63 -0.92 0.093
C 1.21013 -2.26192 3.34447 0.04 -0.11 0.09 0.049
N 0.78029 -2.04283 1.93774 0.30 -0.25 0.16 -0.421
O 1.38915 -2.62325 1.06487 -0.22 0.36 0.12 0.078
O -0.16419 -1.28703 1.75742 0.17 0.06 -0.15 0.025
H 2.05063 -2.94906 3.34938 -0.10 0.03 -0.16 0.094
H 1.49867 -1.29678 3.75388 -0.13 -0.05 0.03 0.079
H 0.36505 -2.68298 3.88475 0.04 0.12 0.02 0.106
C 0.06105 -4.06005 -1.38794 -0.13 0.25 -0.20 0.040
N -0.73627 -5.23206 -0.94312 -0.11 0.08 -0.18 -0.431
O -1.76468 -5.47482 -1.54396 0.17 -0.11 0.25 0.072
O -0.29680 -5.86963 -0.00369 -0.15 0.10 -0.10 0.047
H -0.44396 -3.59195 -2.22770 0.01 -0.19 0.01 0.091
H 0.13251 -3.37224 -0.54832 0.13 -0.21 -0.08 0.063
H 1.04190 -4.42435 -1.68333 0.00 0.08 0.17 0.087
C 0.74074 1.57925 6.04841 0.20 0.21 -0.15 0.048
N 0.78382 0.11733 6.32433 -0.02 -0.10 0.09 -0.440
O 1.77463 -0.49684 5.96047 -0.20 0.09 0.04 0.034
O -0.17245 -0.35952 6.89347 0.26 0.04 -0.16 0.091
H 1.65655 1.86567 5.53851 -0.03 -0.11 0.07 0.090
H -0.12779 1.76882 5.42071 -0.07 -0.01 0.19 0.097
H 0.65467 2.09076 7.00423 -0.14 -0.05 -0.07 0.105
C 4.24682 3.29790 1.63078 -0.01 -0.15 -0.23 0.023
N 5.43293 3.93102 2.26653 0.24 0.04 -0.04 -0.451
O 6.49464 3.84370 1.68261 -0.20 0.07 0.17 0.076
O 5.24904 4.49209 3.32915 0.01 -0.10 -0.21 0.066
H 4.55546 2.83807 0.69560 0.10 0.05 0.10 0.094
H 3.86465 2.55008 2.32046 -0.07 0.17 0.02 0.091
H 3.51344 4.08080 1.45304 -0.01 -0.06 0.19 0.080
C -0.11744 -8.99880 -0.75423 -0.05 0.07 0.22 0.033
N 1.03437 -9.78147 -1.27325 -0.15 -0.06 0.11 -0.443
O 1.23748 -10.87603 -0.78607 0.14 0.20 -0.25 0.066
O 1.69715 -9.26498 -2.15699 -0.03 -0.17 0.13 0.038
H -0.61284 -9.57563 0.02105 0.09 -0.03 -0.10 0.101
H 0.27381 -8.06836 -0.35119 -0.01 -0.04 -0.11 0.074
H -0.79006 -8.81605 -1.58615 0.12 0.07 0.05 0.063
C 2.50486 -5.93146 -4.86956 0.14 -0.26 0.00 0.052
N 1.89470 -4.69462 -4.31503 0.15 -0.12 -0.11 -0.437
O 2.59758 -3.98121 -3.62108 -0.32 0.02 -0.06 0.050
O 0.72981 -4.48060 -4.59341 0.22 0.10 0.15 0.055
H 3.53794 -5.98918 -4.53993 -0.10 0.10 0.02 0.103
H 1.93167 -6.77717 -4.49300 -0.05 0.08 -0.03 0.103
H 2.44831 -5.86640 -5.95534 -0.11 0.00 0.26 0.061
C 2.25720 -6.33365 -9.44423 -0.10 -0.13 -0.22 0.049
N 3.45298 -5.72447 -8.80229 0.16 -0.04 -0.17 -0.436
O 4.50947 -5.81397 -9.38832 -0.18 0.11 0.26 0.090
O 3.28136 -5.17556 -7.72580 0.14 -0.04 -0.36 0.031
H 2.55778 -6.78152 -10.38677 0.08 0.06 0.10 0.097
H 1.86859 -7.08854 -8.76408 -0.04 0.14 0.02 0.102
H 1.53239 -5.53921 -9.60721 0.01 -0.06 0.14 0.103
C 3.43507 -4.56161 6.02694 0.27 -0.12 0.01 0.049
N 2.09207 -4.82010 5.44123 0.00 -0.20 0.01 -0.451
O 1.99095 -5.73896 4.65333 -0.10 0.28 0.09 0.079
O 1.18773 -4.08660 5.79686 0.13 -0.13 -0.12 0.043
H 4.13683 -5.28554 5.62297 -0.14 0.01 -0.02 0.097
H 3.72297 -3.54879 5.75286 -0.10 0.00 0.14 0.097
H 3.34792 -4.66789 7.10578 -0.05 0.15 -0.06 0.104
C -4.50549 -10.41714 -2.98898 -0.08 -0.15 -0.26 0.048
N -3.30477 -9.82141 -2.34476 0.02 -0.01 -0.03 -0.435
O -2.24624 -9.90732 -2.94144 -0.23 0.05 0.12 0.058
O -3.46775 -9.29013 -1.26523 0.13 -0.10 -0.22 0.074
H -4.21146 -10.85268 -3.93945 0.07 0.06 0.10 0.095
H -4.89289 -11.17992 -2.31747 -0.03 0.14 0.04 0.103
H -5.22815 -9.61791 -3.13677 0.01 -0.05 0.15 0.102

=====

No. 2
129
Properties=species:S:1:pos:R:3:forces:R:3:lowdin_charge:R:1 method="wB97M-V/def2-TZVPD" total_energy_ev=-168708.3361 orbital_gap_ev="9.2 / 2.9" molar_mass_g_mol=1137.57 homo_ev="-12.26 / -12.26" charge=+1 multiplicity=2
Cl 1.51344 -0.56416 4.27764 0.13 0.37 -0.44 0.677
C 0.07594 0.47020 4.28446 -1.37 0.09 -0.37 -0.659
C -0.71610 0.00339 5.49100 0.53 0.82 0.39 -0.663
Cl -2.29600 0.80823 5.59506 -0.24 0.30 -0.28 0.628
H -0.54829 0.40010 3.39366 0.42 -0.85 -0.27 0.030
H 0.23710 1.54777 4.25319 0.84 -0.11 0.70 0.089
H -0.16427 0.36589 6.35828 -0.13 -0.56 0.20 0.073
H -0.86367 -1.07653 5.49984 0.07 0.17 0.04 0.059
Cl -7.43186 1.97384 -1.10987 0.49 0.29 -0.80 0.543
C -5.93840 1.89608 -2.14669 0.29 -0.01 1.18 -0.619
C -4.89567 1.17546 -1.23780 -1.32 0.04 -0.66 -0.663
Cl -3.39581 1.12646 -2.19111 0.21 -0.28 0.36 0.640
H -5.55416 2.86242 -2.47326 -0.28 0.44 0.85 0.065
H -6.16462 1.46767 -3.12311 -0.09 -0.95 0.50 0.068
H -5.26721 0.20769 -0.90093 0.25 -0.55 -0.98 0.066
H -4.77587 1.60676 -0.24396 0.36 1.09 -0.48 0.058
Cl -1.82968 -0.22610 -7.87827 -0.15 1.15 0.42 0.522
C -1.78658 1.50268 -7.26473 -0.30 0.31 -0.64 -0.619
C -2.10402 1.67071 -5.78488 0.77 -0.35 -0.86 -0.556
Cl -0.82493 0.69625 -4.95488 -0.42 0.27 0.46 0.614
H -2.44352 2.11807 -7.87942 -0.54 -0.43 0.05 0.078
H -0.81793 1.93028 -7.52354 0.26 -0.50 0.38 0.070
H -3.10333 1.35197 -5.48841 0.25 -0.27 -0.01 0.066
H -1.96585 2.71901 -5.52015 0.10 -0.06 0.14 0.067
C -3.47862 -2.48039 -4.61967 0.98 0.22 -1.65 -0.095
C -2.00959 -2.76450 -5.11445 -2.59 1.90 -3.87 -0.179
O -1.32095 -3.16640 -4.03335 0.80 -0.33 3.12 0.101
C -2.01889 -2.79908 -2.94538 0.42 -0.39 3.40 -0.491
O -1.63335 -2.91931 -1.77097 -0.68 0.51 -3.15 0.082
O -3.23253 -2.29396 -3.26075 0.80 -1.15 1.78 0.046
H -4.15302 -3.28153 -4.92210 -0.27 -0.07 0.77 0.132
H -3.87287 -1.50297 -4.89773 0.05 -0.29 -0.85 0.127
H -1.71504 -1.79241 -5.50991 0.85 -0.08 0.19 0.037
H -1.89456 -3.46505 -5.94156 -0.30 -0.22 0.26 0.143
C 2.72645 4.26480 -4.55681 1.30 -2.49 -0.70 -0.094
C 2.16513 2.98341 -3.91280 3.09 0.28 0.12 -0.166
O 0.92622 3.38783 -3.50415 -1.60 0.99 0.48 0.039
C 0.57400 4.37446 -4.35101 -3.96 -0.21 -1.12 -0.574
O -0.57927 4.72019 -4.47718 1.17 0.11 0.47 0.130
O 1.54682 4.72843 -5.17985 0.35 1.22 0.86 0.106
H 3.43237 3.98638 -5.33930 0.08 0.31 0.09 0.144
H 3.23570 4.85406 -3.79423 -0.59 0.82 -0.24 0.141
H 2.76878 2.81987 -3.02008 0.01 -0.91 -0.19 0.124
H 2.10004 2.18240 -4.64917 0.15 -0.31 0.33 0.136
C 4.75806 1.26056 -0.71059 -0.25 0.29 1.91 -0.149
C 5.86479 2.21635 -1.09457 -0.68 -0.06 1.59 -0.112
O 5.57988 2.34052 -2.46163 0.02 -0.40 -2.02 0.066
C 4.98087 1.20721 -2.90750 0.35 -2.92 -2.41 -0.488
O 4.86847 0.80465 -4.07341 0.09 2.08 3.53 0.113
O 4.60942 0.38473 -1.83437 0.64 1.88 -0.70 0.045
H 3.81171 1.77012 -0.52935 -0.11 0.23 -0.34 0.106
H 4.95739 0.79546 0.25484 0.13 -0.66 -0.43 0.106
H 6.84330 1.83162 -0.80720 0.26 -0.40 -0.92 0.141
H 5.83486 3.18437 -0.59442 -0.53 0.07 -0.23 0.131
C -0.21270 0.36269 -1.62506 0.70 -0.39 0.89 -0.139
C 0.96158 -0.54888 -1.24588 0.11 0.12 -1.45 -0.094
O 1.65559 0.16770 -0.25955 1.37 0.07 0.17 0.039
C 0.90659 1.13809 0.23429 -2.07 -1.74 -0.10 -0.592
O 1.05734 1.63869 1.28903 0.69 1.51 1.09 0.168
O -0.24091 1.22986 -0.47480 -0.41 0.61 -0.06 0.019
H -1.06926 -0.31074 -1.59536 -0.41 0.77 -0.51 0.079
H -0.07942 1.00729 -2.49386 -0.21 -0.47 -0.06 0.062
H 1.66559 -0.70401 -2.06345 -0.17 -0.37 -0.01 0.147
H 0.57187 -1.48339 -0.84226 0.25 -0.08 0.01 0.111
C 2.76035 4.59687 2.40831 -3.82 -1.28 1.88 -0.171
C 3.04556 4.14675 1.00111 -0.72 -1.29 1.42 -0.171
O 4.26662 4.73360 0.83059 2.32 2.10 -0.55 0.038
C 4.46448 5.74985 1.77974 2.21 1.47 -0.71 -0.474
O 5.31220 6.61183 1.67975 -1.78 -2.01 0.20 0.155
O 3.59501 5.58373 2.78857 3.45 2.55 -1.12 0.093
H 2.93669 3.83614 3.16877 -0.77 -0.59 -0.32 0.145
H 1.82009 5.13525 2.52727 -0.87 -1.17 -0.05 0.143
H 2.29029 4.42578 0.26640 0.12 0.17 -0.13 0.124
H 3.16469 3.06579 1.07477 -0.13 -0.03 -0.57 0.100
C -1.02235 5.49954 -0.28469 1.37 -0.43 -3.01 -0.150
C -1.93510 4.31449 -0.43132 -0.58 0.06 0.34 -0.087
O -2.91491 4.71597 0.52311 -2.00 -3.32 -1.55 0.084
C -2.54748 5.69138 1.26393 -2.19 2.17 2.08 -0.639
O -3.29752 6.18488 2.07122 1.40 -0.16 -0.16 0.152
O -1.34502 6.09732 0.91156 1.68 1.24 1.10 0.114
H -1.24093 6.13364 -1.14390 -0.21 0.67 0.25 0.138
H 0.02769 5.26833 -0.46374 0.18 -0.05 0.93 0.123
H -1.56937 3.32497 -0.15711 0.20 0.12 -0.11 0.111
H -2.42022 4.32429 -1.40737 0.19 -0.38 0.03 0.131
C -1.35141 -9.84744 2.88687 -1.51 0.93 1.30 -0.042
C -2.12996 -8.91527 1.91348 0.75 -2.68 -0.06 -0.185
O -1.25398 -7.90004 1.51202 -0.21 1.34 -0.12 0.076
C -1.71867 -6.70837 1.25371 3.51 0.74 -0.70 -0.529
O -2.78719 -6.19844 1.47662 -0.89 0.10 0.13 0.222
O -0.64116 -6.06282 0.70349 -0.58 1.04 0.11 0.034
C -0.62710 -4.58909 0.59469 -0.91 -0.59 0.38 0.007
H -1.06518 -9.31477 3.79376 0.17 0.52 -0.10 0.074
H -0.45665 -10.40168 2.60346 -0.45 0.13 -0.81 0.086
H -2.12969 -10.48280 3.30962 0.20 -0.69 -0.31 0.079
H -3.09633 -8.55081 2.26187 0.31 0.06 0.36 0.131
H -2.28578 -9.49326 1.00257 -0.45 -0.07 -0.02 0.132
H -0.20248 -4.23681 -0.34536 -0.28 -0.69 -0.09 0.081
H -0.04386 -4.13441 1.39544 0.01 -0.48 0.28 0.086
H -1.67648 -4.30998 0.68966 0.19 0.53 -0.28 0.067
C -4.13289 -2.03344 6.09962 0.11 0.98 -1.77 -0.058
C -3.65885 -2.80327 4.86028 -0.16 -2.44 2.65 -0.225
O -3.22633 -2.01063 3.76958 -0.58 -0.44 -3.78 0.050
C -3.44131 -2.40686 2.47084 -1.16 2.83 0.12 -0.319
O -3.86675 -3.54953 2.08937 1.35 2.08 1.05 0.278
O -3.41651 -1.36275 1.54647 -0.30 -3.17 1.75 0.027
C -2.61470 -0.16122 1.73308 0.89 -0.55 0.94 0.026
H -4.47800 -2.76417 6.83109 0.28 0.22 0.08 0.097
H -4.97624 -1.44298 5.74158 -0.31 0.06 0.40 0.088
H -3.39866 -1.29578 6.42347 -0.03 -0.51 0.49 0.014
H -4.46767 -3.51674 4.70256 -0.20 0.33 -1.27 0.129
H -2.86129 -3.48074 5.16527 0.54 0.26 -0.25 0.129
H -2.99142 0.65516 1.11689 -0.19 -0.53 -0.15 0.100
H -1.60766 -0.46797 1.45042 0.04 0.43 -0.26 0.100
H -2.58692 0.13559 2.78153 -0.33 0.00 -0.06 0.059
C 2.75554 -3.02689 0.94351 1.16 1.69 1.27 -0.016
C 3.37333 -1.60889 1.37120 -1.11 0.47 -1.03 -0.164
O 4.38916 -1.53717 2.40031 -0.47 -2.83 -1.25 0.066
C 4.93016 -0.44469 2.81230 -0.92 3.63 1.67 -0.612
O 4.61127 0.71221 2.54256 0.60 -1.34 -0.90 0.091
O 5.72332 -0.71384 3.85337 -0.79 -1.86 -1.26 -0.002
C 6.81009 0.05276 4.21255 1.62 0.42 1.51 -0.073
H 1.79465 -2.71146 0.53693 -0.08 -0.35 0.06 0.034
H 2.63699 -3.63440 1.84072 -0.24 -0.11 -0.13 0.076
H 3.29499 -3.58750 0.18009 0.24 0.25 0.17 0.079
H 2.54276 -0.96744 1.66579 0.01 -0.28 0.64 0.066
H 3.64971 -1.08070 0.45867 0.86 -0.23 0.07 0.098
H 7.59657 0.22465 3.47770 -0.56 0.10 -0.66 0.102
H 7.30182 -0.60402 4.93014 0.11 0.26 0.27 0.098
H 6.55948 0.97502 4.73671 -0.22 0.10 -0.30 0.099